Arrangement A

# CH2N2O2Si

A structure of composition CH2N2O2Si (ωB97M-V/def2-TZVPD, OMol25).

Last column: Löwdin charge in e.
Atoms and positions in Å:
1 H -0.729 1.757 0.445  -0.050
2 Si -0.564 0.457 -0.065  0.747
3 O 1.507 0.499 1.096  -0.052
4 O 2.259 0.579 -0.933  0.064
5 N 1.373 0.469 -0.138  -0.466
6 N -1.225 -2.261 0.834  0.100
7 H -1.487 -0.366 -1.878  0.064
8 C -1.134 -1.134 0.638  -0.406

As for the spin multiplicity: 1. Its HOMO energy (alpha / beta) is -0.387 / -0.387 Ha.

Arrangement B

# CH2N2O2Si

A cluster of 2 separate species, CH2N2O2Si in total (ωB97M-V/def2-TZVPD, OMol25).

Last column: Löwdin charge in e.
Atoms and positions in Å:
1 O -0.731 1.638 1.602  -0.004
2 O -1.847 0.071 0.622  -0.005
3 Si 0.707 -0.017 0.060  0.769
4 N 0.107 -0.592 -2.825  0.095
5 C 0.277 -0.529 -1.696  -0.380
6 H 0.499 -2.019 0.569  0.069
7 N -0.806 0.603 0.959  -0.536
8 H 1.794 0.846 0.710  -0.009

As for the spin multiplicity: 1. Its HOMO energy is -0.403 Ha.

Which is most stable, and by how much? arrangement B, by 30.4 kJ/mol.

Arrangement A

# C14H56N28O14

A cluster of 14 separate species, C14H56N28O14 in total (ωB97M-V/def2-TZVPD, OMol25).

Last column: Löwdin charge in e.
Atoms and positions in Å:
1 O 9.097 10.895 16.253  0.071
2 H 17.780 15.443 11.510  0.129
3 N 12.803 11.336 16.851  0.192
4 N 12.924 17.885 13.698  0.174
5 H 9.612 13.630 17.726  0.106
6 N 16.716 13.883 14.420  0.181
7 O 7.460 14.186 14.059  0.059
8 H 18.825 12.808 16.387  0.125
9 H 12.625 14.096 9.931  0.081
10 H 18.348 12.252 10.461  0.114
11 H 15.885 9.695 12.884  0.083
12 C 12.395 12.334 12.906  -0.746
13 N 14.400 11.179 18.269  0.150
14 H 11.833 11.166 16.627  0.098
15 H 14.554 16.130 13.203  0.110
16 N 12.742 15.049 9.620  0.147
17 N 17.895 14.508 11.145  0.188
18 C 14.294 14.903 16.792  -0.800
19 H 12.463 11.180 9.005  0.037
20 N 10.400 9.672 14.020  0.209
21 N 14.017 11.870 6.828  0.168
22 H 13.911 18.095 13.665  0.110
23 N 13.038 11.633 11.995  0.222
24 H 8.677 12.282 18.335  0.112
25 O 11.442 8.504 15.606  -0.009
26 H 14.193 12.776 13.687  0.084
27 O 11.773 16.995 9.905  0.039
28 C 14.470 12.048 8.058  -0.722
29 N 17.415 12.524 10.184  0.184
30 H 12.251 18.525 14.095  0.130
31 H 16.806 6.898 10.326  0.110
32 H 9.944 13.497 9.166  0.126
33 H 12.480 11.147 11.308  0.073
34 H 11.394 9.832 9.445  0.130
35 N 10.116 12.735 15.656  0.168
36 N 17.947 12.910 15.898  0.177
37 H 17.073 12.609 16.305  0.090
38 H 8.919 14.422 11.348  0.078
39 C 10.617 11.660 9.666  -0.760
40 H 14.041 11.745 11.966  0.087
41 H 16.673 11.848 10.075  0.095
42 C 11.223 8.765 14.403  -0.783
43 H 11.335 12.888 8.306  0.105
44 C 16.973 13.596 10.825  -0.740
45 N 14.272 9.486 14.555  0.245
46 O 11.216 12.474 13.023  0.033
47 N 6.994 15.504 12.289  0.141
48 H 15.949 13.497 14.951  0.060
49 H 13.738 12.730 6.379  0.116
50 H 14.817 10.870 19.136  0.122
51 H 13.332 14.984 13.739  0.060
52 H 16.054 8.639 9.330  0.122
53 O 18.951 14.065 14.318  0.040
54 O 12.388 10.545 18.849  0.081
55 C 11.823 15.809 10.138  -0.793
56 C 15.155 10.425 14.602  -0.690
57 H 10.108 13.745 15.665  0.115
58 C 17.966 13.697 14.879  -0.800
59 H 7.184 15.777 11.336  0.094
60 N 14.861 13.282 8.227  0.198
61 N 8.532 13.940 12.147  0.181
62 H 16.933 10.762 13.826  0.109
63 H 13.656 9.481 15.356  0.105
64 N 10.715 12.847 9.103  0.162
65 C 9.348 12.033 16.457  -0.757
66 N 13.194 12.891 13.777  0.177
67 N 13.595 15.909 13.430  0.177
68 O 14.172 11.267 8.944  -0.020
69 H 15.317 14.725 18.331  0.101
70 H 6.317 15.966 12.879  0.100
71 O 13.640 14.367 15.938  0.040
72 H 14.926 9.672 10.172  0.074
73 C 7.688 14.528 12.942  -0.772
74 H 15.119 13.613 9.146  0.064
75 O 11.374 16.377 13.500  0.045
76 H 9.125 13.306 12.663  0.084
77 H 12.454 7.402 13.765  0.101
78 C 13.115 11.094 18.099  -0.820
79 H 16.622 14.194 13.463  0.074
80 H 13.323 15.579 8.986  0.114
81 H 15.384 16.218 17.608  0.123
82 H 15.708 6.175 11.533  0.118
83 H 9.902 10.063 14.807  0.069
84 N 14.976 15.946 16.725  0.193
85 N 15.487 8.832 10.143  0.170
86 O 14.057 7.861 11.620  -0.010
87 H 13.513 11.588 16.179  0.043
88 C 12.544 16.678 13.556  -0.788
89 N 11.598 10.819 9.382  0.162
90 H 15.070 16.536 15.911  0.124
91 H 18.802 14.088 11.000  0.107
92 H 15.040 13.802 7.380  0.126
93 H 14.155 13.403 18.071  0.075
94 N 14.430 14.372 18.000  0.183
95 N 9.151 12.745 17.573  0.169
96 H 14.982 11.443 17.488  0.067
97 N 11.206 15.117 11.050  0.165
98 O 9.611 11.405 10.297  0.047
99 N 16.016 10.426 13.568  0.178
100 O 15.786 13.854 10.934  -0.005
101 H 10.377 12.364 14.753  0.055
102 H 11.120 14.121 10.901  0.058
103 N 15.911 6.825 10.787  0.156
104 H 14.154 8.852 13.778  0.085
105 H 12.763 13.037 14.679  0.079
106 H 11.541 8.199 12.480  0.099
107 H 10.336 10.051 13.086  0.108
108 H 13.664 10.952 6.596  0.125
109 O 15.227 11.340 15.443  -0.052
110 C 15.043 7.841 10.841  -0.721
111 H 10.974 15.561 11.927  0.070
112 N 11.706 8.007 13.457  0.158

As for the spin multiplicity: 1. Its HOMO energy is -0.309 Ha.

Arrangement B

# C14H56N28O14

A cluster of 14 separate species, C14H56N28O14 in total (ωB97M-V/def2-TZVPD, OMol25).

Last column: Löwdin charge in e.
Atoms and positions in Å:
1 C -2.334 -4.369 -1.631  -0.692
2 H -0.690 -0.613 -1.723  0.064
3 O -2.602 -0.275 1.451  -0.046
4 H 4.610 3.040 -2.124  0.107
5 C 2.864 4.057 -1.956  -0.667
6 C 0.700 3.375 5.245  -0.672
7 H -0.318 5.149 5.234  0.105
8 O -1.355 5.704 -0.365  0.029
9 H -4.119 -3.560 -0.939  0.039
10 N 4.275 3.792 1.360  0.185
11 O 5.593 -1.141 -0.558  -0.013
12 C 1.485 -2.953 -2.632  -0.650
13 O 0.686 2.009 -4.701  0.034
14 C 1.167 -3.663 1.557  -0.656
15 C 0.477 -0.644 4.700  -0.635
16 C 3.190 3.458 2.020  -0.648
17 H -3.388 3.377 0.435  0.075
18 H -2.981 -0.316 -2.919  0.067
19 C -1.767 4.570 -0.162  -0.686
20 N -3.054 4.293 0.212  0.136
21 N 0.466 -2.526 1.693  0.164
22 C 1.264 0.939 -4.827  -0.696
23 N 3.696 2.987 -1.709  0.142
24 C -3.391 -0.287 2.426  -0.633
25 N -0.746 -0.214 -0.796  0.182
26 H 3.239 2.128 -1.448  0.076
27 C 4.625 -1.563 0.083  -0.711
28 H 5.713 -2.549 1.313  0.101
29 C -5.066 -1.225 -1.098  -0.624
30 N 1.592 3.794 -1.551  0.152
31 H 2.339 -0.605 -4.009  0.080
32 N -4.335 -0.088 -0.960  0.169
33 H -0.219 0.182 1.421  0.045
34 H -1.443 -0.570 -0.165  0.043
35 N 2.797 -3.114 -2.828  0.184
36 H -3.739 5.028 0.217  0.097
37 H 0.847 -5.595 0.958  0.116
38 H 3.313 -0.663 -1.007  0.087
39 H 0.760 -1.705 2.200  0.072
40 H 3.509 -2.738 -2.223  0.098
41 O 0.995 1.128 -1.336  -0.053
42 H -2.263 -2.520 -0.824  0.073
43 H -4.959 -1.358 1.578  0.070
44 H 1.685 0.575 -2.865  0.051
45 H 0.826 0.559 -6.864  0.108
46 H 0.999 -2.516 5.525  0.113
47 H 0.332 -2.563 4.024  0.084
48 N -3.017 0.193 3.623  0.181
49 H -0.658 -0.558 -5.422  0.049
50 H 1.043 4.843 6.434  0.117
51 C -2.317 -1.320 -4.487  -0.698
52 O 3.236 5.105 -2.465  0.018
53 O 2.376 -3.683 1.843  -0.009
54 H -1.355 2.567 0.089  0.078
55 H 1.359 2.821 -1.349  0.031
56 H -3.853 0.159 -0.102  0.067
57 H 2.597 3.299 4.040  0.046
58 N 1.251 0.249 -6.007  0.118
59 H -0.530 -4.559 0.813  0.087
60 C 0.315 0.539 -0.470  -0.629
61 H 3.943 -2.847 1.588  0.042
62 O 1.019 -2.340 -1.645  -0.035
63 H 2.543 -1.574 0.278  0.066
64 O -1.784 -5.358 -2.126  -0.004
65 H -0.300 -3.722 -3.206  0.074
66 H -0.703 -3.062 -1.333  0.044
67 H -4.807 0.646 -1.455  0.101
68 H 5.029 4.373 1.672  0.110
69 H 1.649 -0.366 6.276  0.117
70 O -5.058 -2.138 -0.253  -0.029
71 N 0.677 -3.666 -3.442  0.196
72 H -3.636 -0.068 4.367  0.104
73 H 1.047 -4.218 -4.192  0.107
74 N 4.739 -2.521 1.052  0.152
75 N -1.367 -1.271 -5.435  0.169
76 H -5.972 -0.335 -2.707  0.103
77 N 0.727 -1.966 4.729  0.177
78 N -2.168 -0.413 -3.505  0.168
79 H -3.950 -5.313 -1.286  0.111
80 H 1.046 1.376 1.308  0.059
81 H 0.005 3.516 -0.325  0.059
82 O -0.116 -0.123 3.732  -0.043
83 H 0.873 4.483 -1.689  0.100
84 N -1.710 -3.199 -1.319  0.175
85 H -2.126 0.653 3.711  0.079
86 H 1.845 -0.547 -6.167  0.095
87 H -1.300 -1.994 -6.126  0.106
88 N -0.166 2.863 4.334  0.182
89 H -0.534 -2.647 1.775  0.104
90 H -6.433 -2.011 -2.328  0.122
91 H -5.114 -0.914 3.265  0.101
92 O -3.216 -2.175 -4.517  -0.012
93 H 0.700 1.044 5.821  0.067
94 N -3.654 -4.351 -1.358  0.168
95 H -0.626 3.570 3.783  0.109
96 N 1.813 0.226 -3.815  0.178
97 O 2.206 2.871 1.534  -0.019
98 N 0.468 0.669 0.869  0.200
99 H 3.168 -3.662 -3.583  0.106
100 N 0.384 4.616 5.707  0.176
101 H 4.046 4.209 3.660  0.092
102 N 3.219 3.721 3.367  0.166
103 H -1.508 0.339 -3.628  0.101
104 N 0.431 -4.688 1.069  0.190
105 H 0.090 1.995 3.874  0.072
106 N 0.906 0.060 5.748  0.193
107 N -4.594 -0.908 2.407  0.182
108 O 1.706 2.753 5.640  -0.033
109 N -5.859 -1.192 -2.208  0.189
110 N -0.995 3.467 -0.172  0.180
111 N 3.361 -1.163 -0.133  0.174
112 H 4.338 3.435 0.412  0.087

As for the spin multiplicity: 1. Its HOMO energy is -0.316 Ha.

Which is most stable, and by how much? arrangement B, by 617.7 kJ/mol.